The following is a quantum chemistry calculation of a molecular structure, C4H9NO in a non-equilibrium geometry, from the OMol25 dataset.

Each line ends with the Löwdin charge.
CARTESIAN COORDINATES (ANGSTROEM)
1 C -0.29 1.03 -1.00  -0.058
2 C 0.36 1.74 0.10  -0.060
3 C 0.19 1.09 1.46  -0.056
4 C 0.42 -0.30 1.39  -0.567
5 N -0.05 -1.02 2.55  0.093
6 O 0.87 -0.98 0.43  -0.050
7 H -0.58 1.81 -1.81  0.133
8 H -1.19 0.40 -0.72  0.121
9 H 0.66 0.57 -0.61  0.087
10 H 1.18 2.42 -0.08  0.121
11 H -0.80 -2.98 -4.87  0.000
12 H -0.07 -2.53 -4.72  0.001
13 H 0.04 1.57 2.40  0.079
14 H -1.03 -0.88 2.80  0.093
15 H 0.29 -1.95 2.68  0.064

Results
LUMO energy ... -0.56 eV
Kohn-Sham gap ... 7.260 eV
Highest occupied orbital energy ... -7.82 eV
Calculated total energy ... -7825.968 eV
Energy relative to the best compared isomer or geometry (same formula, charge and spin) ... 146.5 kcal/mol


The following is a quantum chemistry calculation of 3 unconnected molecules or ions with the total composition C3H13NO2S2 in a non-equilibrium geometry, from the OMol25 dataset.

Each line ends with the Löwdin charge.
CARTESIAN COORDINATES (ANGSTROEM)
1 C -3.04 1.02 1.41  -0.444
2 S -1.27 0.50 1.43  0.413
3 S -0.43 1.13 -0.28  0.464
4 C -0.82 0.47 -1.94  -0.534
5 C -0.37 -0.90 -2.38  -0.351
6 N 1.06 -1.06 -2.12  -0.006
7 H -3.33 1.75 0.67  0.034
8 H -3.66 0.14 1.42  0.010
9 H -3.07 1.32 2.47  0.019
10 H -0.39 1.22 -2.61  0.074
11 H -1.90 0.52 -2.14  0.070
12 H -0.60 -1.17 -3.40  0.107
13 H -0.93 -1.60 -1.74  0.102
14 H 1.44 -0.66 -1.29  0.017
15 H 1.45 -1.94 -2.37  0.054
16 O 2.30 0.20 0.79  -0.117
17 H 3.10 0.60 0.42  0.051
18 H 2.26 0.47 1.72  0.049
19 O 3.25 -2.36 1.25  -0.050
20 H 2.89 -3.20 1.53  0.031
21 H 3.42 -1.86 2.03  0.008

Results
Structure (SMILES) ... CSSCCN.O.O
LUMO energy ... 0.51 eV
Kohn-Sham gap ... 8.591 eV
Highest occupied orbital energy ... -8.08 eV
Calculated total energy ... -30576.330 eV
Energy relative to the best compared isomer or geometry (same formula, charge and spin) ... 34.5 kcal/mol


The following is a quantum chemistry calculation of a molecular structure, C26H42AlF7N6O8S3Sb, from the OMol25 dataset.

Each line ends with the Löwdin charge.
CARTESIAN COORDINATES (ANGSTROEM)
1 Al 0.15 1.51 0.24  0.173
2 F -3.88 3.10 2.41  0.177
3 C -3.49 3.58 1.25  -0.672
4 F -4.12 4.70 0.98  0.186
5 F -3.73 2.68 0.30  0.154
6 S -1.67 3.91 1.37  0.716
7 O -1.13 2.54 1.11  -0.267
8 O -1.41 4.41 2.66  -0.188
9 N -1.27 4.85 0.19  -0.247
10 S -0.85 4.12 -1.15  0.701
11 O -1.92 3.49 -1.86  -0.255
12 O 0.35 3.28 -0.94  -0.350
13 C -0.31 5.57 -2.19  -0.679
14 F 0.95 5.86 -1.94  0.168
15 F -1.08 6.60 -1.91  0.187
16 F -0.46 5.22 -3.45  0.169
17 F 1.42 -1.25 6.02  0.071
18 C 1.58 -0.57 4.87  -0.287
19 C 2.01 -1.25 3.75  -0.006
20 C 2.14 -0.55 2.56  -0.051
21 C 1.85 0.81 2.47  -0.307
22 C 1.89 1.53 1.15  -0.149
23 C 1.45 1.46 3.64  -0.042
24 C 1.32 0.78 4.85  0.008
25 H 2.26 -2.30 3.83  0.118
26 H 2.49 -1.08 1.67  0.117
27 H 2.66 1.09 0.52  0.034
28 H 2.16 2.58 1.31  0.085
29 H 1.23 2.52 3.61  0.125
30 H 1.00 1.29 5.75  0.131
31 C -0.11 -7.67 1.47  -0.105
32 C 0.00 -6.16 1.70  -0.308
33 S -0.61 -5.78 3.33  0.636
34 O 0.31 -6.34 4.28  -0.284
35 O -2.01 -6.10 3.37  -0.291
36 C -0.49 -4.01 3.44  -0.208
37 C -1.66 -3.33 2.73  -0.125
38 N -1.38 -1.90 2.52  0.077
39 C -0.82 -1.37 1.42  -0.276
40 N -0.75 -0.05 1.49  0.115
41 C -1.27 0.29 2.72  -0.002
42 C -1.66 -0.83 3.35  -0.110
43 N -2.19 -0.92 4.68  -0.320
44 O -2.46 -2.03 5.12  0.107
45 O -2.31 0.12 5.28  0.127
46 C -0.32 -2.22 0.30  0.041
47 H 0.22 -7.91 0.46  0.081
48 H -1.14 -8.00 1.59  0.082
49 H 0.51 -8.20 2.18  0.084
50 H -0.62 -5.60 0.98  0.090
51 H 1.03 -5.81 1.66  0.105
52 H 0.48 -3.72 3.02  0.092
53 H -0.49 -3.79 4.51  0.117
54 H -2.55 -3.42 3.34  0.125
55 H -1.87 -3.77 1.76  0.121
56 H -1.33 1.30 3.09  0.128
57 H 0.07 -3.16 0.67  0.081
58 H 0.48 -1.70 -0.21  0.058
59 H -1.11 -2.44 -0.42  0.106
60 C -3.16 0.88 -3.63  -0.042
61 C -2.72 -0.40 -2.93  -0.178
62 N -1.29 -0.70 -3.06  -0.050
63 C -0.89 -1.56 -4.19  -0.180
64 C -0.48 -0.78 -5.43  -0.047
65 C -0.39 -0.18 -2.22  -0.356
66 C 1.04 -0.64 -2.33  -0.026
67 N -0.71 0.67 -1.28  0.166
68 H -4.22 1.05 -3.44  0.092
69 H -3.02 0.79 -4.71  0.074
70 H -2.61 1.75 -3.29  0.052
71 H -3.26 -1.25 -3.34  0.122
72 H -2.97 -0.37 -1.86  0.121
73 H -1.75 -2.19 -4.41  0.123
74 H -0.09 -2.23 -3.87  0.108
75 H -1.32 -0.22 -5.84  0.071
76 H -0.12 -1.47 -6.19  0.088
77 H 0.32 -0.07 -5.20  0.071
78 H 1.11 -1.72 -2.38  0.092
79 H 1.62 -0.27 -1.48  0.043
80 H 1.50 -0.23 -3.23  0.082
81 H -1.66 1.02 -1.35  0.079
82 C 4.97 2.03 -3.07  -0.347
83 Sb 3.04 2.50 -2.26  1.319
84 C 2.24 3.29 -4.10  -0.322
85 C 3.67 4.34 -1.36  -0.320
86 H 5.42 2.90 -3.54  0.011
87 H 4.88 1.23 -3.80  -0.005
88 H 5.62 1.69 -2.26  -0.002
89 H 2.52 4.34 -4.21  0.009
90 H 1.16 3.21 -4.11  -0.020
91 H 2.65 2.73 -4.94  0.002
92 H 3.89 5.08 -2.13  0.012
93 H 4.58 4.14 -0.78  0.009
94 H 2.90 4.72 -0.69  -0.014

Results
Charge ... +1
LUMO energy ... -2.95 eV
Kohn-Sham gap ... 7.901 eV
Highest occupied orbital energy ... -10.85 eV
Calculated total energy ... -117620.856 eV
Energy relative to the best compared isomer or geometry (same formula, charge and spin) ... 4.4 kcal/mol


> The lowest calculated total energy belongs to which entry?

C26H42AlF7N6O8S3Sb